Formula: H8O4
Source: OMol25
Level of theory: wB97M-V/def2-TZVPD

SMILES string: O.O.O.O
multiplicity: 1
energy relative to the best compared isomer or geometry (same formula, charge and spin): 0.842 eV
orbital gap: 11.20 eV

Geometry as XYZ:
```
12
Properties=species:S:1:pos:R:3:forces:R:3
H -2.614333 1.988417 0.895417 0.345 -1.632 0.436
O -2.421333 1.031417 1.113417 0.299 1.636 -0.139
H -0.401333 -0.796583 -1.498583 0.387 -0.213 -0.003
H -1.596333 1.068417 1.639417 -0.631 -0.004 -0.385
O 1.397667 0.955417 0.235417 1.335 0.939 -0.131
H -1.489333 -0.222583 -0.672583 -0.348 0.199 0.642
H 1.400667 -2.331583 -0.367583 0.134 0.531 0.149
O 2.237667 -1.883583 -0.189583 0.258 -0.299 -0.165
H 2.113667 -0.921583 -0.185583 -0.293 -0.259 0.117
H 1.351667 1.322417 -0.654583 0.121 0.141 0.124
H 0.635667 0.401417 0.262417 -1.213 -0.816 0.032
O -0.614333 -0.611583 -0.577583 -0.394 -0.222 -0.676
```
Forces are in eV/Å.


Formula: H8O4
Source: OMol25
Level of theory: wB97M-V/def2-TZVPD

SMILES string: O.O.O.O
multiplicity: 1
energy relative to the best compared isomer or geometry (same formula, charge and spin): 1.108 eV
orbital gap: 10.79 eV

Geometry as XYZ:
```
12
Properties=species:S:1:pos:R:3:forces:R:3
H 24.610280 -7.965239 2.906277 0.047 0.186 -0.083
H 26.941040 -4.902039 4.818038 0.028 0.342 0.108
O 29.131153 -7.047798 3.486406 0.402 -0.118 -0.193
H 24.046258 -2.284250 4.997179 -0.116 0.182 0.171
H 24.109982 -3.614850 4.277928 -0.193 -0.147 -0.067
H 24.109181 -9.330354 2.485253 -0.141 -0.156 -0.152
O 24.729604 -8.900113 3.073646 0.082 -0.066 0.209
O 26.779501 -5.718759 4.345698 0.052 -0.072 0.102
H 25.845853 -5.694165 4.136133 -0.111 -0.083 -0.075
H 28.445939 -6.600796 3.983299 -0.524 0.133 -0.001
O 24.582926 -2.789791 4.386725 0.292 -0.059 -0.086
H 29.724630 -7.393221 4.153261 0.183 -0.141 0.067
```
Forces are in eV/Å.


Formula: H8O4
Source: OMol25
Level of theory: wB97M-V/def2-TZVPD

SMILES string: O.O.O.O
multiplicity: 1
energy relative to the best compared isomer or geometry (same formula, charge and spin): 1.778 eV
orbital gap: 9.77 eV

Geometry as XYZ:
```
12
Properties=species:S:1:pos:R:3:forces:R:3
H 10.760000 32.274000 20.664000 0.722 -0.546 -0.722
H 11.331000 32.813000 26.158000 -0.603 0.664 -1.509
O 10.523000 34.960000 22.111000 2.224 1.821 1.881
O 12.519000 34.625000 23.699000 3.764 0.735 -0.980
H 10.311000 35.932000 22.337000 0.554 -2.500 -0.558
H 10.310000 33.540000 21.449000 -1.365 -2.548 -0.754
O 10.792000 32.958000 25.337000 0.056 -1.091 1.401
O 10.031000 32.560000 21.188000 0.305 2.629 1.128
H 13.067000 33.854000 23.382000 -0.897 0.648 0.646
H 13.198000 35.383000 23.519000 -1.977 -1.650 0.632
H 11.131000 33.671000 24.803000 0.431 0.357 0.295
H 11.442000 34.697000 22.650000 -3.214 1.481 -1.460
```
Forces are in eV/Å.


Formula: H8O4
Source: OMol25
Level of theory: wB97M-V/def2-TZVPD

SMILES string: O.O.O.O
multiplicity: 1
energy relative to the best compared isomer or geometry (same formula, charge and spin): 0.966 eV
orbital gap: 11.23 eV

Geometry as XYZ:
```
12
Properties=species:S:1:pos:R:3:forces:R:3
O -0.799094 -0.026282 -2.100484 -0.968 -0.118 -0.537
O 1.371509 0.545014 -0.344902 1.179 -0.234 -2.806
H 0.323126 -1.431101 1.400813 1.363 -0.848 -0.404
O 1.226152 -1.801141 1.203074 -1.109 1.160 1.371
H -1.808804 2.014756 0.244961 0.015 -0.363 -0.055
H -1.312252 -0.723316 -1.670344 0.461 0.266 -0.012
H 1.168528 -2.253758 0.376379 -0.289 -0.572 -0.887
H -1.300731 0.809027 1.101435 -0.404 -0.221 -0.237
O -1.267742 1.757845 0.998699 0.432 0.528 0.235
H -0.020280 0.185599 -1.582718 0.470 -0.226 0.500
H 1.598106 -0.157719 0.223331 0.675 -1.543 1.175
H 0.821483 1.081076 0.149757 -1.826 2.170 1.657
```
Forces are in eV/Å.


| no. | E_HOMO (eV) | largest force on an atom (eV/A) |
| --- | --- | --- |
| 1 | -10.90 | 1.72 |
| 2 | -10.69 | 0.54 |
| 3 | -10.08 | 3.96 |
| 4 | -11.28 | 3.28 |